{
  "formula": "C47H40N5O3PV",
  "method": "wB97M-V/def2-TZVPD",
  "elements": ["V", "C", "O", "C", "C", "C", "C", "C", "C", "N", "N", "C", "C", "C", "C", "O", "C", "N", "C", "C", "C", "C", "H", "H", "H", "H", "H", "H", "H", "H", "H", "H", "H", "H", "C", "C", "C", "C", "C", "C", "P", "C", "C", "C", "C", "C", "C", "C", "C", "C", "C", "C", "C", "C", "C", "C", "C", "H", "H", "H", "H", "H", "H", "H", "H", "H", "H", "H", "H", "H", "H", "H", "H", "C", "N", "C", "C", "O", "H", "H", "H", "H", "H", "H", "H", "N", "C", "C", "C", "C", "C", "C", "H", "H", "H", "H", "H"],
  "xyz": [[0.1189, 0.0910, 0.0060], [-1.9819, -8.9158, -0.3535], [-1.3162, -7.9469, 0.4270], [-2.0476, -7.1540, 1.2343], [-3.4362, -7.2121, 1.3665], [-4.0872, -6.3407, 2.2108], [-3.3794, -5.3539, 2.9048], [-1.9794, -5.3204, 2.7967], [-1.3278, -6.2120, 1.9836], [-4.1259, -4.5008, 3.6964], [-3.8209, -3.3442, 3.9715], [-2.8611, -2.5505, 3.4028], [-2.0416, -1.7946, 4.2406], [-1.0596, -0.9514, 3.7536], [-0.8732, -0.7961, 2.3765], [0.0019, -0.0336, 1.8236], [-1.7017, -1.5636, 1.4979], [-1.4418, -1.4126, 0.1894], [-2.1755, -2.0482, -0.6938], [-3.2559, -2.8541, -0.3190], [-3.5565, -3.0085, 1.0172], [-2.7364, -2.4014, 1.9829], [-1.2070, -9.4215, -0.9254], [-2.6936, -8.4464, -1.0386], [-2.4998, -9.6435, 0.2759], [-4.0135, -7.9362, 0.8145], [-5.1601, -6.3845, 2.3144], [-1.4088, -4.6166, 3.3871], [-0.2522, -6.2065, 1.8918], [-2.1450, -1.9239, 5.3080], [-0.4106, -0.4126, 4.4285], [-1.9255, -1.8894, -1.7394], [-3.8520, -3.3324, -1.0789], [-4.4264, -3.5739, 1.3156], [5.6382, -1.8667, -1.9096], [4.9286, -0.7363, -2.2864], [3.9145, -0.2571, -1.4811], [3.6137, -0.9112, -0.2877], [4.3237, -2.0437, 0.0883], [5.3362, -2.5177, -0.7271], [2.2973, -0.1917, 0.7302], [2.4616, -0.9836, 2.3493], [2.9809, -0.3425, 3.4670], [3.0487, -1.0166, 4.6742], [2.5779, -2.3135, 4.7776], [2.0198, -2.9406, 3.6737], [1.9611, -2.2798, 2.4629], [2.8504, 1.5118, 0.8625], [4.0996, 1.8768, 1.3072], [4.4562, 3.2312, 1.3331], [3.5828, 4.1788, 0.8694], [2.3359, 3.8233, 0.3114], [1.4828, 4.7626, -0.3033], [0.3508, 4.3379, -0.9379], [-0.0060, 2.9765, -0.9441], [0.7377, 2.0290, -0.2913], [1.9459, 2.4554, 0.3196], [6.4343, -2.2355, -2.5366], [5.1764, -0.2319, -3.2072], [3.3458, 0.6238, -1.7594], [4.0916, -2.5439, 1.0176], [5.8950, -3.3927, -0.4347], [3.3238, 0.6789, 3.3987], [3.4733, -0.5289, 5.5383], [2.6374, -2.8370, 5.7190], [1.6387, -3.9464, 3.7609], [1.5175, -2.7548, 1.5929], [4.8065, 1.1205, 1.6202], [5.4300, 3.5181, 1.7038], [3.8621, 5.2215, 0.8942], [1.7513, 5.8079, -0.2953], [-0.2851, 5.0481, -1.4448], [-0.8933, 2.6901, -1.4991], [-3.5346, 3.0063, 1.2493], [-3.8542, 2.2573, 0.0534], [-5.1022, 2.5608, -0.5999], [-2.9932, 1.3568, -0.4039], [-1.9179, 1.1146, 0.1298], [-4.2984, 2.8558, 2.0126], [-3.4575, 4.0690, 1.0207], [-2.5754, 2.6561, 1.6266], [-5.1944, 3.6393, -0.7391], [-5.9425, 2.2135, 0.0043], [-5.1489, 2.0746, -1.5718], [-3.3248, 0.8380, -1.3191], [0.5305, -0.5264, -1.4377], [1.0968, -1.4393, -2.2268], [1.5693, -1.1661, -3.5243], [2.2639, -2.1264, -4.2311], [2.4898, -3.3800, -3.6828], [2.0026, -3.6795, -2.4179], [1.3126, -2.7322, -1.6993], [1.4003, -0.1799, -3.9323], [2.6433, -1.8955, -5.2155], [3.0452, -4.1232, -4.2298], [2.1766, -4.6562, -1.9910], [0.9302, -2.9445, -0.7053]],
  "forces_ev_per_a": [[-2.2075, 1.5811, -2.0071], [-0.1216, -0.1763, -0.1498], [0.2265, 0.1650, 0.1601], [-0.1719, 0.2709, 0.1648], [0.3237, -0.3349, -0.3707], [0.2550, 0.6160, 0.3614], [0.8673, -0.7815, -1.1116], [-0.2615, -0.0457, 0.1755], [-0.0024, -0.2526, -0.2315], [-0.9213, -0.3652, 0.7247], [-1.4228, 0.4275, 1.1775], [1.6259, 0.8186, -0.6920], [-0.8391, -0.9111, -0.2999], [0.7206, 0.5845, -1.2685], [-1.9035, -1.6414, 1.6881], [0.8522, 0.6671, 0.9410], [-0.3933, -0.1877, 1.1654], [0.3630, 0.1665, -0.0801], [0.0882, -0.0137, -0.3174], [-0.1526, 0.0001, 0.3332], [0.0703, 0.0981, -0.3963], [0.3727, 0.2972, 0.3326], [-0.0741, 0.0190, 0.0240], [0.0093, -0.0430, 0.0130], [-0.0098, 0.0115, -0.0190], [-0.0205, -0.0917, -0.0340], [-0.1222, 0.0011, 0.0949], [0.0159, 0.0437, -0.0376], [0.1104, -0.0151, 0.0286], [-0.1378, 0.0077, 0.0735], [0.0259, 0.0887, 0.0483], [0.0254, -0.0665, 0.0850], [-0.0655, -0.0221, -0.0800], [0.0130, -0.1036, 0.0085], [0.0148, -0.0165, 0.0258], [0.0257, 0.0469, -0.0335], [-0.0374, -0.0323, 0.0994], [-0.1713, -0.0758, 0.0076], [-0.1102, 0.0796, 0.0595], [0.0871, -0.0705, -0.0157], [2.0300, 0.1655, 0.3691], [-0.1825, -0.0787, -0.0946], [-0.0010, 0.0279, -0.2109], [0.0215, -0.0412, 0.1095], [-0.0303, -0.0474, 0.0037], [0.0288, -0.1342, 0.0255], [0.0706, 0.1262, -0.0768], [0.0873, 0.1214, 0.1121], [-0.3423, -0.2112, -0.0740], [0.0068, 0.1868, -0.0106], [0.1250, -0.0574, 0.0350], [-0.0844, -0.2861, 0.0296], [-0.1582, 0.0216, -0.0820], [0.1734, 0.1547, 0.0201], [-0.1419, -0.2448, -0.1487], [-0.2635, 0.2481, 0.2205], [0.3756, 0.2811, 0.0867], [0.0940, -0.0441, -0.0897], [-0.0122, 0.0774, -0.1096], [0.0770, 0.0167, -0.0758], [0.0519, -0.0495, 0.0214], [0.0659, -0.1032, 0.0411], [0.0195, 0.0271, 0.0219], [0.0210, 0.0725, 0.0759], [-0.0026, -0.0463, 0.1053], [-0.0537, -0.1177, 0.0035], [-0.0060, -0.1105, 0.0502], [0.0639, -0.0226, 0.0562], [0.0139, 0.0422, 0.0280], [0.0280, 0.1353, -0.0474], [0.0471, 0.1268, 0.0002], [-0.0418, 0.0931, -0.0599], [0.0178, 0.0421, 0.1206], [0.2683, 0.0750, 0.3364], [0.2956, -0.0178, 0.0975], [-0.3390, -0.0827, -0.1238], [-0.5272, 0.0191, -0.5305], [0.9759, -0.0910, 0.2267], [-0.0531, 0.0047, -0.0420], [-0.0596, 0.0342, -0.0199], [-0.1023, 0.0781, 0.0256], [0.0214, -0.0568, -0.0269], [-0.0144, 0.0538, -0.0084], [0.0182, -0.0141, -0.0266], [0.0578, 0.0840, 0.0826], [-0.2462, 0.5666, 0.2851], [1.1010, -2.2223, -1.5105], [-0.4017, 0.2685, 0.5450], [-0.0207, -0.1061, -0.0789], [-0.0476, 0.0726, 0.0854], [0.0912, -0.1748, -0.1090], [-0.2326, 0.4984, -0.0261], [0.0267, 0.0804, -0.0736], [0.0072, 0.0344, -0.0760], [0.0792, -0.0935, -0.1232], [0.0075, -0.0824, 0.0377], [0.0491, -0.0433, -0.0502]],
  "molar_mass_g_mol": 804.8,
  "total_charge": 1,
  "orbital_gap_ev": 6.069,
  "lumo_ev": -3.412
}

{
  "formula": "C8H14MnN2O7",
  "method": "wB97M-V/def2-TZVPD",
  "elements": ["Mn", "O", "C", "C", "N", "C", "C", "O", "O", "C", "C", "O", "O", "H", "H", "H", "H", "H", "H", "H", "H", "H", "N", "C", "C", "O", "O", "H", "H", "H", "H", "H"],
  "xyz": [[0.0535, 0.1204, 0.0574], [-0.1150, 0.2100, -2.2684], [-1.2589, -0.5433, -2.6719], [-1.2389, -1.7960, -1.8206], [-1.2884, -1.4891, -0.3711], [-2.6215, -1.0110, 0.0497], [-2.6732, 0.5307, -0.0880], [-3.6857, 1.1166, -0.3321], [-1.4903, 1.0705, 0.1368], [-0.7312, -2.6201, 0.3993], [0.8140, -2.5003, 0.4345], [1.5093, -3.4467, 0.6504], [1.2202, -1.2575, 0.2473], [-0.0807, 1.0526, -2.7326], [-1.1805, -0.8275, -3.7218], [-2.1786, 0.0304, -2.5335], [-0.3027, -2.3186, -2.0204], [-2.0746, -2.4460, -2.0864], [-2.7832, -1.2321, 1.1046], [-3.4296, -1.4588, -0.5268], [-1.0007, -3.5879, -0.0226], [-1.0782, -2.5830, 1.4318], [3.0048, 2.6871, 2.7059], [2.8614, 2.8930, 1.2320], [1.7651, 1.9282, 0.7394], [1.5002, 1.8145, -0.4569], [1.1691, 1.2763, 1.6554], [2.8992, 3.5363, 3.2534], [3.8811, 2.2408, 2.9639], [2.1939, 2.0013, 2.8758], [3.7900, 2.6978, 0.7038], [2.5499, 3.9113, 1.0119]],
  "forces_ev_per_a": [[-0.0717, 0.0147, -0.6642], [0.0741, -0.1392, 0.2572], [-0.1029, -0.1426, 0.0529], [0.1644, 0.2087, -0.2578], [0.2479, 0.3237, 0.4097], [-0.1332, 0.5025, -0.0859], [-0.3908, -0.8338, 0.0497], [0.1588, 0.1385, 0.0428], [-0.0842, 0.9159, 0.1386], [0.4935, -0.1362, 0.0165], [-0.7912, -0.4483, 0.0353], [0.1385, 0.1702, -0.0304], [0.8479, 0.0346, 0.0120], [0.0475, 0.1260, 0.0760], [0.0023, -0.0021, -0.0036], [0.0195, 0.0407, -0.0090], [-0.0216, -0.0568, 0.0557], [-0.0038, -0.0560, 0.0524], [0.0575, -0.0762, 0.0005], [0.0459, -0.0955, -0.0245], [-0.1180, 0.0264, -0.0114], [-0.0775, 0.0520, -0.0132], [-0.7410, -0.6674, -0.1644], [-0.2385, -0.0235, -0.6498], [0.0055, -0.0190, 0.7742], [-0.1296, -0.2837, -0.1663], [0.0100, -0.0211, -0.2737], [-0.0824, 0.0625, 0.0341], [0.0725, -0.0550, -0.0077], [0.5041, 0.4302, 0.1373], [0.0650, -0.0291, 0.1049], [0.0315, 0.0390, 0.1122]],
  "molar_mass_g_mol": 305.1,
  "s2": 6.057,
  "total_charge": 1,
  "spin_multiplicity": 5,
  "orbital_gap_ev": [8.207, 9.727],
  "lumo_ev": [-4.689, -3.251]
}

{
  "formula": "C6H19NO4",
  "method": "wB97M-V/def2-TZVPD",
  "elements": ["C", "C", "C", "C", "C", "N", "C", "O", "H", "H", "H", "H", "H", "H", "H", "H", "H", "H", "H", "H", "H", "O", "H", "H", "O", "H", "H", "O", "H", "H"],
  "xyz": [[0.3799, -3.1116, 1.1863], [0.0936, -1.6611, 1.5731], [-1.1023, -1.1616, 1.0978], [-1.8899, 0.1304, 1.4886], [-0.8130, 1.1935, 1.1452], [-1.6813, 2.4625, 0.9197], [-0.0175, 1.0929, -0.0841], [1.0616, 1.9826, 0.1040], [1.0220, -3.4496, 1.9428], [-0.4283, -3.8585, 0.9526], [0.9350, -2.8153, 0.2124], [0.5417, -1.1216, 2.3273], [-1.8075, -1.5650, 0.2663], [-2.6964, 0.2493, 0.6804], [-2.3794, 0.3331, 2.4358], [-0.1279, 1.2652, 1.9760], [-1.4691, 3.3216, 1.5477], [-2.7156, 2.5050, 1.0625], [-0.5991, 1.4338, -0.8264], [0.4309, 0.0091, -0.4859], [1.7493, 1.7913, 0.8156], [0.4151, 4.4712, -1.6808], [0.0771, 4.6248, -0.8161], [0.1690, 3.5986, -2.0188], [0.1996, -2.4594, -2.7410], [0.7401, -2.5783, -1.9707], [0.6822, -2.8343, -3.5302], [3.4620, -1.3407, -2.3732], [2.7998, -0.5185, -2.4565], [2.9682, -1.9895, -2.7501]],
  "forces_ev_per_a": [[0.8673, 2.1261, -2.5910], [-6.5592, -1.1737, -2.2502], [-1.5964, -0.6659, 0.7870], [1.7924, -0.2403, -3.2456], [-4.5778, 1.3646, 1.5038], [0.5714, 3.0876, 1.9887], [4.4337, -3.8409, 0.8446], [1.8891, 0.9536, 0.1334], [1.2269, -1.1326, 0.5390], [0.5007, 1.3546, 0.4570], [-0.1816, -1.7696, 1.2461], [1.4074, 0.7134, 1.6196], [2.1385, -0.6085, 1.3577], [0.9508, -0.2133, 1.2198], [0.4796, -0.4819, 0.3544], [0.0247, 0.3773, 0.4826], [0.4872, -2.0342, -1.4233], [1.1652, -1.5725, -0.1523], [-1.7178, 1.4681, -2.9501], [-1.3915, 2.5691, 1.4751], [-1.8858, -0.3438, -1.3972], [0.6398, 0.1944, -1.7122], [-0.5588, -0.5152, 0.9134], [-0.0690, 0.3610, 0.7692], [0.1372, -0.2678, -1.9819], [0.5628, -0.2801, 0.4693], [-0.7144, 0.5304, 1.5284], [-0.3024, 5.8405, 1.4310], [2.3765, -2.6040, 0.3754], [-2.0965, -3.1965, -1.7919]],
  "smiles": "C/C=C/C[C@H](N)CO.O.O.O",
  "e_above_lowest_ev": 5.8724,
  "molar_mass_g_mol": 169.2,
  "total_charge": 0,
  "orbital_gap_ev": 9.061,
  "lumo_ev": 0.343
}

{
  "formula": "C10H22I2N3O",
  "method": "wB97M-V/def2-TZVPD",
  "elements": ["C", "C", "C", "C", "C", "C", "O", "N", "C", "N", "N", "C", "I", "C", "C", "I", "H", "H", "H", "H", "H", "H", "H", "H", "H", "H", "H", "H", "H", "H", "H", "H", "H", "H", "H", "H", "H", "H"],
  "xyz": [[-0.4810, 2.2541, -1.5652], [-0.7779, 0.8476, -2.1594], [-0.4932, 0.8641, -3.6467], [-2.2187, 0.4556, -1.7990], [-2.7955, -0.6412, -2.6923], [-2.4291, 0.1432, -0.3143], [-1.3735, -0.5824, 0.3228], [-0.3846, 0.2677, 0.8590], [-0.0512, -0.2568, 2.1145], [-0.8877, -0.0768, 3.1342], [1.0197, -0.9576, 2.3604], [2.0945, -1.0508, 1.3482], [1.5089, -2.2948, -0.3226], [3.3408, -1.6671, 2.0075], [3.7782, -0.8942, 3.2348], [4.9674, -1.8783, 0.6270], [0.4060, 2.2157, -0.9420], [-0.3675, 3.0072, -2.3311], [-1.3149, 2.5835, -0.9480], [-0.0931, 0.1653, -1.6811], [-0.7269, -0.0656, -4.1494], [0.5730, 1.0216, -3.7714], [-0.9852, 1.6818, -4.1599], [-2.8299, 1.3346, -2.0009], [-2.8837, -0.2437, -3.6906], [-2.2037, -1.5478, -2.6802], [-3.8154, -0.8284, -2.3755], [-3.2844, -0.5164, -0.2544], [-2.7180, 1.0414, 0.2322], [-0.7424, 1.2119, 1.0145], [-1.0489, -0.8503, 3.7662], [-1.3923, 0.7869, 3.2546], [1.3755, -0.5714, 3.2345], [2.3814, -0.0844, 0.9595], [3.0611, -2.6648, 2.3180], [4.1519, 0.0963, 3.0110], [3.0261, -0.8786, 4.0178], [4.6145, -1.4271, 3.6671]],
  "forces_ev_per_a": [[-0.1853, -0.6186, 0.1852], [-0.3736, 0.9771, 0.3542], [0.4532, -0.1379, -0.0117], [0.2298, -0.1788, -0.4487], [-0.1281, 0.5479, 0.4075], [-0.4335, 0.0981, -0.6508], [-0.5569, -0.1366, 0.2996], [1.4626, 0.6395, -0.3462], [-2.0134, 0.1667, 0.1636], [-0.0593, -0.2273, 0.3065], [1.3963, 1.1504, -0.6866], [0.8888, -1.1991, -0.6397], [-0.2308, 0.3086, 0.3840], [-0.6851, 0.0214, 0.1613], [0.6798, -0.2883, -0.0790], [-0.1490, 0.1863, 0.2880], [0.2523, 0.2622, -0.0083], [0.1778, 0.1706, -0.2237], [-0.0756, 0.1440, 0.2012], [0.1564, -0.5310, 0.0515], [-0.0943, -0.1856, -0.0566], [0.2461, 0.0915, -0.1377], [-0.3213, 0.1321, -0.0746], [-0.1775, 0.2274, 0.0633], [0.1470, -0.1664, -0.4580], [0.0413, -0.2625, -0.0552], [-0.1754, -0.3946, 0.1044], [-0.1510, -0.2876, 0.2423], [0.3732, 0.1289, 0.3984], [-0.2332, 0.0038, -0.3195], [0.2708, 0.4010, 0.4364], [-0.5217, -0.2891, -0.2854], [0.2047, -1.1257, 0.3890], [-0.4017, 0.3668, -0.1920], [0.1606, -0.4008, -0.0664], [-0.1755, 0.3580, -0.0903], [-0.2119, 0.1404, 0.1721], [0.2132, -0.0927, 0.2221]],
  "molar_mass_g_mol": 454.1,
  "total_charge": 1,
  "orbital_gap_ev": 7.376,
  "lumo_ev": -4.554
}

{
  "formula": "H2N3O2",
  "method": "wB97M-V/def2-TZVPD",
  "elements": ["N", "N", "N", "O", "O", "H", "H"],
  "xyz": [[-0.5374, -0.9914, 0.0777], [1.9271, -0.2408, 0.4052], [-1.1647, 0.0801, -0.0367], [-0.7706, 1.2582, -0.1348], [-2.4222, -0.2357, -0.2177], [1.2970, 0.5597, 0.4540], [1.6709, -0.4301, -0.5477]],
  "forces_ev_per_a": [[2.4689, 0.0652, 0.8966], [-2.4467, -0.4042, 0.1573], [-1.8388, 0.1097, -1.3586], [0.2252, -0.4568, 0.5092], [0.8622, 0.5665, 0.3807], [0.2282, 0.6708, 0.6208], [0.5011, -0.5511, -1.2061]],
  "e_above_lowest_ev": 4.9090,
  "molar_mass_g_mol": 76.0,
  "total_charge": -1,
  "orbital_gap_ev": [6.578, 6.566],
  "lumo_ev": [2.832, 2.829]
}

{
  "formula": "C2H7N4S",
  "method": "wB97M-V/def2-TZVPD",
  "elements": ["C", "C", "N", "N", "N", "N", "S", "H", "H", "H", "H", "H", "H", "H"],
  "xyz": [[-0.4519, 0.8508, -0.2993], [-1.6583, -1.4179, 0.7633], [4.2225, -1.0456, 0.4587], [3.4895, -0.1626, 0.0709], [2.7529, 0.6947, 0.0430], [0.5260, 1.6459, -0.4793], [-0.0825, -0.7964, -0.0019], [-2.0693, -2.1849, 0.2775], [-2.1875, -0.4772, 0.9084], [-1.3761, -1.8659, 1.6511], [5.0026, -1.2656, -0.1650], [-1.4311, 1.2591, -0.4462], [0.3923, 2.6583, -0.5779], [1.5360, 1.2963, -0.5185]],
  "forces_ev_per_a": [[0.3644, -0.9862, -0.0902], [2.1338, 3.9186, 0.2648], [0.0121, -0.3439, -0.5110], [0.3585, 0.4424, 1.2424], [1.7414, -0.9593, -0.3374], [0.7911, 1.7822, -0.8544], [-0.7493, -0.3996, 0.0505], [-1.9919, -2.3318, -2.8313], [-0.6983, -0.7167, 0.1350], [0.7422, -0.2569, 2.2457], [-0.1945, 0.1000, -0.0031], [-0.7565, -0.1093, 0.5402], [-0.2557, -0.6444, -0.2365], [-1.4974, 0.5050, 0.3854]],
  "e_above_lowest_ev": 2.2036,
  "molar_mass_g_mol": 119.2,
  "total_charge": 1,
  "orbital_gap_ev": 9.930,
  "lumo_ev": -4.257
}